(1)
This record from OMol25 describes a single CH5N3S molecule at a distorted geometry. The level of theory is ωB97M-V/def2-TZVPD.

CARTESIAN COORDINATES (ANGSTROEM)
1 N 0.6965 -0.0339 -1.8997
2 N 0.6384 0.4076 -0.5660
3 C -0.4723 0.0915 -0.0137
4 N -0.8247 0.0935 1.3146
5 S 0.3033 0.3130 2.5581
6 H -0.0137 0.3909 -2.4972
7 H 1.6810 0.1059 -2.2273
8 H -1.2499 -0.3157 -0.7205
9 H -1.7503 -0.1891 1.6040
10 H 0.9917 -0.8637 2.4475

Results
F_max = 0.041 Eh/bohr
multiplicity = 1
DFT total energy = -16421.6755 eV
gap between HOMO and LUMO = 0.329 Ha
structure (SMILES) = N/N=C/NS
HOMO = -0.299 hartree
energy above the lowest of the compared OMol25 structures with the same formula, charge and spin = 158.7 kJ/mol



(2)
This record from OMol25 describes a 2-piece molecular cluster, CH5N4O overall at a distorted geometry. The level of theory is ωB97M-V/def2-TZVPD.

CARTESIAN COORDINATES (ANGSTROEM)
1 C -1.8384 0.0772 0.4572
2 N 1.3092 0.1352 -1.1305
3 N -0.7689 0.7619 0.3066
4 N -2.6890 -0.7717 0.7219
5 N -3.3531 -1.6565 0.2606
6 O -0.1999 1.6204 1.0273
7 H 1.4643 0.8892 -0.5000
8 H 1.1846 0.4547 -2.1285
9 H -3.9554 -2.1947 0.9186
10 H 2.1116 -0.5373 -1.0315
11 H -0.5125 1.7377 1.9919

Results
F_max = 0.119 Eh/bohr
multiplicity = 1
DFT total energy = -9111.9894 eV
gap between HOMO and LUMO = 0.227 Ha
net charge = +1
HOMO = -0.489 hartree
energy above the lowest of the compared OMol25 structures with the same formula, charge and spin = 512.3 kJ/mol